This record from OMol25 describes 17 unconnected molecules or ions with the total composition H34O17 in a non-equilibrium geometry. The level of theory is ωB97M-V with the def2-TZVPD basis set.

Atoms and positions in Å:
O  5.999  -19.314  -13.220
H  6.576  -19.958  -12.809
H  5.249  -19.823  -13.526
O  6.072  -14.274  -11.615
H  5.965  -14.177  -12.562
H  6.060  -15.219  -11.468
O  9.989  -17.544  -10.621
H  10.167  -16.734  -11.099
H  9.222  -17.916  -11.056
O  6.451  -18.924  -6.034
H  7.088  -19.526  -6.419
H  6.941  -18.458  -5.356
O  5.369  -22.323  -10.009
H  5.224  -21.470  -10.418
H  4.497  -22.609  -9.736
O  3.121  -19.004  -12.126
H  3.969  -18.826  -11.718
H  3.302  -19.697  -12.761
O  7.561  -21.283  -12.423
H  7.750  -21.608  -11.543
H  7.558  -22.067  -12.973
O  4.262  -14.457  -7.052
H  5.090  -13.984  -7.135
H  4.392  -15.038  -6.302
O  6.367  -18.871  -9.855
H  7.218  -19.284  -10.000
H  6.272  -18.845  -8.902
O  8.919  -19.581  -7.587
H  9.873  -19.508  -7.551
H  8.725  -20.417  -7.164
O  3.672  -19.623  -5.979
H  3.772  -20.457  -5.520
H  4.568  -19.327  -6.137
O  8.182  -21.391  -5.670
H  8.554  -22.237  -5.421
H  8.502  -20.782  -5.005
O  6.606  -23.418  -7.480
H  5.982  -23.015  -8.084
H  6.802  -22.731  -6.843
O  8.760  -16.710  -7.869
H  8.874  -17.601  -7.540
H  8.862  -16.788  -8.817
O  1.239  -19.860  -10.329
H  2.000  -19.776  -10.904
H  1.034  -18.961  -10.070
O  6.029  -16.925  -12.040
H  6.158  -17.468  -11.262
H  5.828  -17.550  -12.737
O  12.585  -17.915  -9.604
H  11.708  -17.928  -9.986
H  12.793  -16.986  -9.510

molar mass = 306.25 g/mol
energy relative to the best compared isomer or geometry (same formula, charge and spin) = 202.73 kJ/mol
LUMO level = -0.646 eV
2S+1 = 1
gap between HOMO and LUMO = 9.6 eV


This record from OMol25 describes a single CH2Cl2N2O2 molecule in a non-equilibrium geometry. The level of theory is ωB97M-V with the def2-TZVPD basis set.

Atoms and positions in Å:
O  -0.880  -1.742  -0.594
N  -0.947  -0.874  0.252
O  -1.316  -1.002  1.402
C  -0.398  0.495  -0.103
N  1.148  0.132  0.244
Cl  1.692  -0.870  -1.038
Cl  2.071  1.650  0.392
H  -0.714  0.889  -1.116
H  -0.657  1.322  0.560

molar mass = 144.95 g/mol
energy relative to the best compared isomer or geometry (same formula, charge and spin) = 80.85 kJ/mol
LUMO level = -0.832 eV
2S+1 = 1
structure (SMILES) = O=[N+]([O-])CN(Cl)Cl
gap between HOMO and LUMO = 9.6 eV


This record from OMol25 describes 14 unconnected molecules or ions with the total composition C28H85N25O14 in a non-equilibrium geometry. The level of theory is ωB97M-V with the def2-TZVPD basis set.

Atoms and positions in Å:
C  0.658  -3.181  -2.593
C  1.353  -4.402  -2.153
C  0.142  -5.367  -1.723
C  0.490  -6.874  -1.662
C  1.341  -7.289  -2.840
C  2.570  -6.375  -3.148
N  2.183  -4.962  -3.222
O  3.202  -4.045  -3.390
C  3.677  -6.630  -2.122
C  3.121  -6.805  -4.472
C  2.064  -4.014  -0.735
H  0.022  -3.410  -3.449
H  1.330  -2.357  -2.834
H  -0.014  -2.806  -1.821
H  -0.257  -5.117  -0.739
H  -0.700  -5.348  -2.414
H  -0.342  -7.549  -1.462
H  0.949  -6.973  -0.679
H  0.815  -7.646  -3.726
H  1.727  -8.226  -2.440
H  3.989  -7.670  -2.030
H  4.517  -5.935  -2.148
H  3.225  -6.390  -1.160
H  2.590  -6.360  -5.313
H  4.123  -6.385  -4.547
H  3.226  -7.885  -4.574
H  3.094  -4.370  -0.737
H  1.480  -4.319  0.133
H  2.179  -2.944  -0.560
H  2.961  -3.665  -4.238
C  1.585  4.564  3.465
O  1.640  5.228  2.470
N  0.963  3.463  3.549
N  2.241  4.826  4.563
H  0.562  3.125  4.412
H  0.599  3.230  2.636
H  1.756  4.602  5.420
H  3.008  5.483  4.561
C  0.578  -1.084  3.123
O  0.380  -1.501  4.284
N  1.462  -0.153  2.823
N  0.040  -1.512  2.052
H  1.653  -0.099  1.832
H  1.908  0.236  3.641
H  0.400  -1.160  1.177
H  -0.641  -2.255  2.114
C  -0.959  1.803  6.116
O  0.173  1.963  5.755
N  -1.388  2.016  7.267
N  -1.787  1.119  5.376
H  -0.822  2.556  7.907
H  -2.211  1.500  7.544
H  -1.479  0.478  4.658
H  -2.738  0.914  5.647
C  -3.138  5.106  4.589
O  -3.057  5.208  5.764
N  -2.235  4.644  3.836
N  -4.165  5.621  3.980
H  -2.192  4.910  2.863
H  -1.429  4.185  4.235
H  -4.205  5.422  2.990
H  -4.855  6.176  4.466
C  -0.849  0.747  -3.731
O  -1.310  0.119  -2.841
N  -0.799  2.016  -3.771
N  -0.126  0.060  -4.684
H  -1.117  2.466  -2.925
H  -0.302  2.466  -4.527
H  0.483  0.578  -5.301
H  -0.041  -0.946  -4.710
C  -3.507  -1.410  -0.959
O  -4.383  -1.665  -0.162
N  -2.316  -1.778  -0.726
N  -3.696  -0.682  -1.999
H  -2.002  -2.148  0.159
H  -1.610  -1.408  -1.347
H  -4.654  -0.386  -2.121
H  -2.953  -0.470  -2.650
C  -3.964  3.294  -3.413
O  -3.416  4.247  -3.861
N  -4.692  2.482  -4.096
N  -3.839  2.728  -2.302
H  -5.290  1.826  -3.615
H  -4.901  2.790  -5.035
H  -4.357  1.905  -2.031
H  -3.374  3.269  -1.587
C  3.723  0.068  -3.821
O  4.571  0.958  -3.689
N  3.703  -0.870  -2.956
N  2.773  -0.029  -4.683
H  4.508  -0.845  -2.348
H  3.257  -1.733  -3.233
H  2.073  -0.724  -4.468
H  2.404  0.857  -4.998
C  2.860  5.479  -3.918
O  3.643  6.257  -3.426
N  1.881  5.880  -4.720
N  2.984  4.221  -3.893
H  1.490  5.290  -5.441
H  1.742  6.874  -4.832
H  2.437  3.710  -4.571
H  3.743  3.810  -3.368
C  -2.614  5.619  0.485
O  -3.627  5.235  0.959
N  -1.437  5.172  0.707
N  -2.528  6.788  -0.146
H  -1.424  4.229  1.068
H  -0.677  5.607  0.202
H  -1.652  6.997  -0.603
H  -3.263  7.469  -0.017
C  5.963  1.900  2.549
O  6.532  1.277  1.695
N  4.712  2.203  2.490
N  6.655  2.295  3.594
H  4.408  3.038  2.971
H  4.237  1.709  1.748
H  6.337  2.778  4.423
H  7.459  1.694  3.701
C  -3.232  -1.907  3.019
C  -3.091  -3.450  3.033
C  -3.696  -4.133  1.796
O  -3.649  -5.498  1.941
C  -4.913  -6.157  1.712
N  -1.654  -3.703  3.036
H  -2.897  -1.455  2.085
H  -2.730  -1.569  3.925
H  -4.272  -1.585  2.975
H  -3.579  -3.837  3.928
H  -3.279  -3.671  0.901
H  -4.755  -3.876  1.752
H  -4.758  -7.201  1.985
H  -5.368  -5.999  0.734
H  -5.694  -5.843  2.404
H  -1.723  -4.695  2.858
H  -1.304  -3.505  3.963
C  2.559  1.737  -0.828
C  1.410  1.490  0.065
C  0.350  2.617  0.039
O  -0.333  2.697  1.319
C  -1.424  1.890  1.546
N  0.809  0.201  -0.223
H  3.165  0.848  -1.004
H  3.106  2.567  -0.383
H  2.122  2.076  -1.768
H  1.840  1.524  1.066
H  -0.467  2.522  -0.675
H  0.896  3.548  -0.115
H  -1.806  2.147  2.534
H  -1.382  0.840  1.258
H  -2.272  2.278  0.980
H  0.971  0.044  -1.208
H  -0.175  0.423  -0.190

molar mass = 996.15 g/mol
LUMO level (spin up / spin down) = 2.047 / 2.020 eV
2S+1 = 2
net charge = -1
expectation value of S² = 0.751
gap between HOMO and LUMO (spin up / spin down) = 2.8 / 8.9 eV


This record from OMol25 describes a molecular structure, C44H58I2N5O8 in a non-equilibrium geometry. The level of theory is ωB97M-V with the def2-TZVPD basis set.

Atoms and positions in Å:
C  0.145  6.203  -3.737
C  -0.962  5.428  -3.022
C  -0.476  4.266  -2.140
C  0.691  3.461  -2.711
C  0.253  2.492  -3.806
C  1.410  1.745  -4.457
C  2.002  0.608  -3.619
C  0.946  -0.279  -2.975
C  1.507  -1.427  -2.144
C  0.462  -1.938  -1.114
C  0.700  -1.358  0.287
C  0.068  0.022  0.460
C  0.320  0.644  1.842
C  1.745  1.157  1.848
C  1.960  2.500  1.119
C  3.042  3.262  1.945
C  3.616  2.164  2.836
C  4.574  1.199  2.134
I  5.075  1.493  0.102
C  5.051  0.142  2.813
C  4.760  -0.132  4.265
I  6.203  -1.360  1.917
N  2.333  1.495  3.207
H  1.031  6.289  -3.108
H  0.437  5.736  -4.676
H  -0.179  7.216  -3.964
H  -1.685  5.059  -3.749
H  -1.499  6.128  -2.383
H  -0.249  4.608  -1.131
H  -1.309  3.565  -2.040
H  1.505  4.090  -3.071
H  1.117  2.870  -1.888
H  -0.250  3.069  -4.588
H  -0.505  1.838  -3.382
H  1.093  1.343  -5.419
H  2.185  2.485  -4.674
H  2.589  -0.022  -4.292
H  2.709  0.998  -2.880
H  0.293  -0.679  -3.751
H  0.340  0.330  -2.304
H  2.410  -1.097  -1.621
H  1.788  -2.272  -2.769
H  -0.532  -1.641  -1.448
H  0.533  -3.022  -1.056
H  0.300  -2.009  1.069
H  1.784  -1.358  0.432
H  0.439  0.707  -0.303
H  -1.010  -0.070  0.333
H  0.140  -0.088  2.631
H  -0.376  1.472  1.997
H  2.366  0.346  1.475
H  2.170  2.365  0.066
H  1.010  3.034  1.178
H  3.775  3.816  1.375
H  2.503  3.986  2.559
H  4.173  2.584  3.672
H  5.621  -0.600  4.737
H  3.950  -0.860  4.349
H  4.541  0.768  4.833
H  1.732  2.246  3.558
H  2.337  0.792  3.945
C  -4.521  -2.773  -5.250
C  -4.843  -3.159  -3.955
C  -4.437  -2.388  -2.879
C  -3.714  -1.235  -3.124
C  -3.380  -0.834  -4.405
C  -3.789  -1.614  -5.473
N  -3.289  -0.407  -1.989
O  -3.559  -0.790  -0.869
O  -2.677  0.612  -2.232
H  -4.843  -3.376  -6.087
H  -5.412  -4.062  -3.784
H  -4.682  -2.680  -1.868
H  -2.812  0.070  -4.568
H  -3.538  -1.316  -6.481
C  7.032  -2.158  -3.039
C  6.997  -2.240  -4.425
C  5.784  -2.355  -5.086
C  4.621  -2.386  -4.340
C  4.634  -2.313  -2.960
C  5.851  -2.199  -2.309
N  3.326  -2.487  -5.034
O  3.339  -2.564  -6.240
O  2.321  -2.478  -4.351
H  7.981  -2.063  -2.529
H  7.915  -2.211  -4.994
H  5.747  -2.419  -6.163
H  3.710  -2.341  -2.401
H  5.863  -2.132  -1.230
C  -2.142  -2.777  2.661
C  -2.421  -2.170  3.878
C  -2.510  -2.933  5.031
C  -2.313  -4.298  4.939
C  -2.033  -4.922  3.737
C  -1.945  -4.149  2.590
N  -2.389  -5.112  6.165
O  -2.649  -4.539  7.200
O  -2.180  -6.300  6.061
H  -2.073  -2.168  1.767
H  -2.566  -1.099  3.921
H  -2.725  -2.473  5.984
H  -1.885  -5.990  3.696
H  -1.723  -4.619  1.641
C  -7.385  0.766  6.677
C  -6.288  1.344  7.303
C  -5.104  1.519  6.607
C  -5.045  1.110  5.287
C  -6.124  0.530  4.645
C  -7.302  0.358  5.352
N  -3.797  1.300  4.539
O  -2.845  1.780  5.124
O  -3.772  0.950  3.376
H  -8.309  0.635  7.224
H  -6.355  1.659  8.334
H  -4.245  1.966  7.085
H  -6.049  0.217  3.615
H  -8.156  -0.093  4.868

molar mass = 1038.78 g/mol
LUMO level = -2.695 eV
2S+1 = 1
net charge = +1
gap between HOMO and LUMO = 9.0 eV